Record 1
84
Properties=species:S:1:pos:R:3 method="wB97M-V/def2-TZVPD" gap_ev="9.072 / 2.323" e_lumo_ev="-2.572 / -9.319" e_above_lowest_kj_mol=5.1 spin_multiplicity=2 homo_ev="-11.64 / -11.64" charge=+1
C 3.2078 24.7250 21.8342
O 4.3368 23.9745 21.4295
H 2.5532 24.9202 20.9847
H 2.6585 24.1420 22.5734
H 3.5769 25.6016 22.3666
H 4.7801 23.7046 22.2371
C 5.0688 22.3650 18.5383
O 5.8780 22.9286 19.5510
H 4.2691 23.0325 18.2172
H 5.6223 22.1742 17.6189
H 4.5698 21.4726 18.9161
H 5.3272 23.2492 20.2690
C 8.6562 26.0280 20.2995
O 9.8061 25.5182 20.9495
H 8.9374 26.6580 19.4556
H 8.0114 25.2057 19.9896
H 8.1640 26.6350 21.0594
H 10.4989 25.4023 20.2951
C 7.1695 28.8043 22.3767
O 6.0388 29.5084 22.6244
H 7.2721 28.8171 21.2916
H 8.0972 29.2391 22.7488
H 7.1629 27.8073 22.8171
H 5.7253 29.3478 23.5174
C 5.9224 22.1316 26.8798
O 5.9033 23.4852 26.6098
H 4.9097 21.7304 26.9215
H 6.4050 21.5624 26.0853
H 6.4862 21.8606 27.7724
H 5.7952 24.0037 27.4105
C 5.4154 26.5278 18.9703
O 6.3186 27.6418 18.7521
H 5.7156 26.0892 19.9220
H 4.4193 26.9509 19.0996
H 5.5041 25.8095 18.1553
H 5.8801 28.4505 19.0264
C 10.8988 22.4690 21.7370
O 11.3563 21.3878 22.5545
H 10.5214 22.1500 20.7655
H 10.1364 23.0346 22.2727
H 11.7636 23.0806 21.4795
H 10.6657 20.8125 22.8917
C 7.9408 20.6788 23.2146
O 9.0626 19.8325 22.9683
H 7.9337 21.0910 24.2236
H 7.9091 21.4527 22.4477
H 6.9907 20.1603 23.0862
H 9.0148 19.5286 22.0589
C 5.0668 27.6461 25.4983
O 4.9361 28.9204 24.9491
H 5.6949 26.9769 24.9103
H 5.5561 27.7369 26.4681
H 4.1016 27.1902 25.7188
H 4.5620 29.4634 25.6469
C 9.8774 22.0898 25.8751
O 10.8071 22.6719 26.7725
H 9.7790 22.6208 24.9283
H 10.1381 21.0344 25.7956
H 8.8684 22.1149 26.2866
H 11.7147 22.5024 26.5094
C 6.9885 24.2288 23.2347
O 5.8312 23.6569 23.7894
H 7.9031 23.6491 23.3597
H 6.8187 24.4598 22.1831
H 7.1625 25.2018 23.6941
H 5.8578 23.6678 24.7489
C 2.5126 23.1408 25.6280
O 1.4365 24.0090 25.2738
H 2.9185 23.2825 26.6296
H 2.3163 22.0744 25.5164
H 3.3897 23.3419 25.0129
H 1.3528 24.5995 26.0261
C 8.4535 25.7481 26.7392
O 8.1774 26.7596 25.7592
H 9.5354 25.6161 26.7316
H 8.0575 26.1842 27.6563
H 7.9886 24.8009 26.4659
H 8.7122 26.5467 24.9909
C 11.2159 26.0292 24.2502
O 9.8671 26.1626 23.7730
H 11.2774 25.7206 25.2938
H 11.7447 25.2400 23.7157
H 11.8092 26.9203 24.0455
H 9.8584 25.9291 22.8419

***

Record 2
47
Properties=species:S:1:pos:R:3 method="wB97M-V/def2-TZVPD" gap_ev="5.475 / 5.474" e_lumo_ev="-0.955 / -0.956" e_above_lowest_kj_mol=111.0 homo_ev="-6.43 / -6.43" charge=-1
Pt 0.3458 0.5534 -1.1905
F 3.4946 5.5015 -0.0319
C 2.5678 4.9963 0.7684
F 1.6207 5.9112 0.9737
F 3.1227 4.6846 1.9389
S 1.8318 3.4696 0.0497
O 0.8280 3.0295 0.9780
O 2.9240 2.5899 -0.2256
N 1.2285 4.1074 -1.2755
S -0.1109 3.7596 -1.9453
O -0.2000 4.2311 -3.2825
O -0.5646 2.3583 -1.7419
C -1.4410 4.6690 -1.0394
F -1.5681 4.2302 0.2049
F -2.5964 4.5083 -1.6779
F -1.1366 5.9654 -1.0138
F -2.5423 -1.9738 -4.0504
C -2.4223 -0.6400 -4.1263
F -3.6116 -0.1351 -4.4475
F -1.5668 -0.3509 -5.1026
C -1.9739 -0.0899 -2.7392
O -2.7713 0.3076 -1.9449
O -0.6719 -0.2377 -2.6552
S -3.3034 -4.7961 0.8661
C -2.4778 -3.3791 1.0492
S -2.7797 -1.9515 0.1029
C -1.4743 -1.1355 0.9134
N -0.8857 -1.8429 1.8067
N -1.4447 -3.0845 1.8912
C -0.8170 -3.9817 2.8119
C -1.5730 -4.7851 3.6501
C -0.9226 -5.6240 4.5424
C 0.4631 -5.6530 4.5992
C 1.2066 -4.8337 3.7612
C 0.5696 -3.9944 2.8619
S -1.0663 0.5297 0.5740
H -2.6506 -4.7571 3.5995
H -1.5069 -6.2554 5.1989
H 0.9635 -6.3105 5.2983
H 2.2876 -4.8461 3.8041
H 1.1309 -3.3411 2.2079
Cl 1.3286 -1.3880 -0.6583
N 5.7695 2.6979 -2.9600
C 4.6442 2.5434 -3.1743
N 3.3786 2.3898 -3.5284
C 2.5818 1.5795 -2.9937
N 1.7916 0.7739 -2.6474

***

Record 3
32
Properties=species:S:1:pos:R:3 method="wB97M-V/def2-TZVPD" gap_ev=4.457 e_lumo_ev=0.887 e_above_lowest_kj_mol=10.6 homo_ev=-3.57 charge=-1
Pt 0.7991 -1.1839 -0.7483
S -1.8154 -6.1748 3.6812
C -1.0774 -5.1177 2.6753
S -0.0767 -3.7964 3.2244
C 0.2354 -3.0943 1.6463
C -0.3063 -3.7510 0.5765
S -0.1319 -3.2777 -1.0598
S -1.2389 -5.1895 0.9409
S 1.1869 -1.6744 1.5229
Br 3.6884 4.7660 0.2455
C 2.8328 3.0912 -0.0659
C 3.6274 1.9851 -0.4272
C 2.9712 0.7959 -0.6349
N 1.6566 0.6433 -0.5183
C 0.8579 1.7216 -0.1756
C 1.4834 2.9735 0.0583
C -0.5435 1.5374 -0.0643
C -1.4386 2.5813 0.2976
C -2.7702 2.3131 0.3946
Br -3.9732 3.7138 0.8828
C -3.2747 1.0329 0.1351
C -2.3467 0.0704 -0.2207
N -1.0530 0.2925 -0.3142
H 4.6944 2.0777 -0.5323
H 3.5270 -0.0917 -0.9116
H 0.8939 3.8323 0.3350
H -1.0856 3.5791 0.4963
H -4.3268 0.8139 0.2011
H -2.6726 -0.9371 -0.4468
S -0.9483 -1.5102 -4.8575
C -0.0525 -1.1764 -3.6027
N 0.6781 -0.8458 -2.7338

***

Record 4
33
Properties=species:S:1:pos:R:3 method="wB97M-V/def2-TZVPD" gap_ev=4.834 e_lumo_ev=3.606 e_above_lowest_kj_mol=43.3 homo_ev=-1.23 charge=-2
Ti -0.6577 -0.5247 -0.0103
Se 2.7886 2.0637 -1.1127
Te 3.3497 -1.8801 -2.0833
Te 2.5589 -0.1882 -0.1667
Se -2.8622 -0.5980 -0.3734
S -0.2122 -0.6104 2.3933
C 0.1276 -2.2805 2.0949
S 0.1242 -2.7995 0.4512
C 0.3793 -3.1571 3.1397
C 0.6142 -4.5441 2.9218
N 0.8089 -5.6733 2.7887
C 0.3784 -2.7207 4.4946
N 0.3943 -2.3855 5.5988
Br 0.7135 0.8761 -6.4748
C 0.4233 0.4747 -4.6421
C 0.3708 -0.8537 -4.2378
C 0.1515 -1.1046 -2.9056
N -0.0285 -0.1238 -2.0008
C 0.0841 1.1648 -2.3977
C 0.3034 1.4940 -3.7331
C -0.1086 2.1397 -1.3279
C -0.2472 3.5243 -1.5525
C -0.4752 4.3297 -0.4822
Br -0.6346 6.2059 -0.7277
C -0.5857 3.7992 0.8106
C -0.5478 2.4361 0.9271
N -0.3677 1.6059 -0.1145
H 0.5163 -1.6677 -4.9304
H 0.0892 -2.1178 -2.5350
H 0.4132 2.5243 -4.0333
H -0.1276 3.9305 -2.5446
H -0.7395 4.4262 1.6748
H -0.6938 1.9674 1.8910

***

Record 5
131
Properties=species:S:1:pos:R:3 method="wB97M-V/def2-TZVPD" gap_ev=7.651 e_lumo_ev=-3.638 homo_ev=-11.29 charge=+1
C -2.9951 -1.4507 -0.8383
C -3.1689 -0.4172 0.3399
C -1.8545 0.2718 0.8590
C -1.1159 1.2422 -0.1511
C -2.0506 1.6662 -1.3883
C 0.2021 0.6855 -0.7841
N 0.0810 -0.7453 -1.2444
C 1.4353 -1.2078 -1.7072
P 1.3408 -2.6707 -2.9150
N -0.1543 -2.4529 -3.8355
O 2.6358 -2.6124 -4.0223
C 2.3347 -1.4750 -0.4384
C 3.8459 -1.6839 -0.8376
B 4.5960 -0.4067 -1.4735
O 5.2460 0.6343 -0.7570
O 4.5803 -0.2653 -2.9047
P 1.8476 -3.1149 0.5100
O 0.3927 -3.7215 -0.0832
I 3.4756 -4.9164 0.0467
N 2.1274 -0.3710 0.6106
N 1.4283 -0.8236 1.7829
C 2.1144 -0.6351 2.8197
O 2.8967 -0.5010 3.6352
C 1.5377 0.8829 0.0305
C 1.5794 2.1102 1.0160
O 0.7566 1.9885 2.1531
C 0.3902 3.3040 2.6458
C -0.7473 3.0381 3.7422
H -4.0490 -1.6893 -1.2164
H -2.4326 -1.0686 -1.7273
H -2.5434 -2.4358 -0.5510
H -3.9986 0.3184 0.0615
H -3.5891 -1.0056 1.2109
H -2.1427 0.8466 1.7887
H -1.1892 -0.5653 1.2373
H -0.9910 2.2220 0.3955
H -1.6107 2.6498 -1.7425
H -3.0977 1.8977 -1.0741
H -1.9622 0.9656 -2.2571
H 0.3239 1.2532 -1.7603
H -0.0851 -1.2630 -0.3738
H 1.8180 -0.3412 -2.3423
H -0.2517 -1.4338 -3.9976
H 0.0130 -2.8319 -4.7792
H 2.3161 -3.1353 -4.7886
H 4.4725 -2.0146 0.0501
H 3.8525 -2.4614 -1.6588
H 4.8177 1.4524 -1.0965
H 3.7708 0.2435 -3.1138
H 0.5332 -4.5897 -0.5201
H 3.0621 -0.0819 0.9597
H 2.3040 1.1907 -0.7514
H 2.6715 2.3182 1.2385
H 1.2268 2.9980 0.4014
H -0.0125 3.9868 1.8508
H 1.2231 3.8342 3.1660
H -0.2216 2.9816 4.7263
H -1.2128 2.0503 3.4567
H -1.4672 3.8878 3.6598
O -0.1382 -2.5506 4.0991
H 0.1027 -2.4253 3.1720
H 0.5794 -3.0839 4.4640
O 4.7379 -7.9570 -1.0844
H 4.2005 -7.2260 -0.7564
H 4.1230 -8.6986 -1.1326
O 4.7486 -3.2186 5.0982
H 5.4234 -2.8952 5.7128
H 4.2230 -2.4371 4.8945
O -5.3111 1.9914 0.9461
H -5.8469 2.7283 1.2635
H -5.9233 1.2400 0.9456
O -3.2566 -2.0406 4.1976
H -3.7385 -2.8435 3.9703
H -2.3340 -2.3295 4.2574
O 1.1760 5.9136 3.4846
H 1.8285 6.2900 4.0964
H 0.6076 6.6591 3.2596
O 2.7116 -1.6584 -7.0540
H 2.4812 -0.7435 -7.2531
H 2.7843 -1.6792 -6.0926
O -7.5399 0.3302 0.1425
H -7.5637 0.6064 -0.7821
H -7.3985 -0.6244 0.0986
O 6.2725 -4.9246 3.4661
H 5.5891 -4.3415 3.8370
H 5.9724 -5.1037 2.5685
O -6.2548 4.6267 0.1152
H -6.2704 4.5127 -0.8429
H -5.7014 5.4053 0.2482
O -9.1787 3.4771 0.2394
H -9.5846 3.3642 1.1061
H -8.4663 4.1121 0.3943
O -1.8840 -2.8878 1.9624
H -1.9238 -3.6698 2.5260
H -1.4437 -3.2004 1.1601
O 3.2979 -3.3833 -10.0894
H 2.8629 -3.5206 -9.2376
H 3.9964 -2.7486 -9.8920
O -1.7160 5.6708 1.2338
H -1.3286 6.3912 0.7235
H -2.6656 5.8221 1.1663
O 0.4378 -2.9800 -10.2878
H -0.0224 -3.7818 -10.5603
H 1.3602 -3.2581 -10.1890
O -3.5577 5.1812 -1.2289
H -3.5870 4.3920 -0.6724
H -3.0834 4.8915 -2.0191
O 7.4739 -1.5881 0.3508
H 8.1240 -1.2401 0.9721
H 6.9285 -0.8258 0.1239
O 7.5320 -2.5313 5.2038
H 7.5454 -2.2181 4.2926
H 7.6482 -3.4875 5.1221
O -2.1324 -0.9446 6.7040
H -2.2757 -1.7330 7.2386
H -2.4735 -1.1872 5.8312
O -10.4238 -0.7956 0.6476
H -10.8243 -0.9070 1.5172
H -9.7144 -0.1555 0.7954
O -4.7202 -1.7932 -3.1929
H -5.4766 -1.9256 -3.7778
H -3.9778 -1.6684 -3.7952
O -2.7028 3.2433 -3.9136
H -2.7108 3.5341 -4.8336
H -2.5703 2.2904 -3.9690
O 6.0220 3.3462 -2.3135
H 6.7147 3.9721 -2.0720
H 6.4677 2.7164 -2.8932
O 2.4297 6.3970 5.9559
H 2.0082 6.2608 6.8123
H 3.1155 7.0522 6.1330

***

Record 6
27
Properties=species:S:1:pos:R:3 method="wB97M-V/def2-TZVPD" gap_ev=8.988 e_lumo_ev=0.131 e_above_lowest_kj_mol=160.5 homo_ev=-8.86
O -2.4081 2.1809 0.3906
Cl -1.1484 -5.8954 -1.2632
N 0.1801 -0.9895 -0.0854
O -1.7816 -0.5409 1.0143
O -0.5043 3.4188 -0.1048
C -1.1617 2.2498 0.2054
C -0.5726 -0.0871 0.4721
C 3.0616 3.5652 -0.2897
C 3.4055 2.2864 -0.0246
C -2.6825 -4.1049 0.1181
C -0.5048 -3.4154 -0.5128
C -2.9239 -2.7636 0.6553
C 1.7014 4.0137 -0.4108
C 2.3730 1.4244 0.2161
C -1.4549 -4.3693 -0.4931
C -0.6689 -2.0678 0.0611
C -1.8498 -1.8368 0.6663
C 0.7484 3.0666 -0.2819
C 1.0447 1.8372 0.1390
N -0.1805 1.2804 0.4770
H 3.8831 4.2827 -0.4965
H 4.4673 1.9913 0.1410
H -3.4365 -4.8904 0.0478
H 0.3511 -3.5948 -1.0916
H -3.9541 -2.5098 0.8322
H 1.4940 5.0651 -0.8367
H 2.5225 0.4031 0.4549

***

Record 7
39
Properties=species:S:1:pos:R:3 method="wB97M-V/def2-TZVPD" gap_ev="6.165 / 5.640" e_lumo_ev="3.475 / 2.743" e_above_lowest_kj_mol=0.0 spin_multiplicity=2 homo_ev="-2.69 / -2.90" charge=-2
Ru -2.0552 0.6259 1.8008
S -0.4622 4.9858 7.3907
C -0.8059 4.0183 6.0944
S -2.1775 4.2438 5.0774
C -1.9557 2.8547 4.0347
C -0.8653 2.0709 4.3388
S -0.5216 0.6179 3.5276
S 0.1089 2.6201 5.6836
S -3.0870 2.4790 2.8276
N -1.3620 -1.2220 1.0310
C -2.5040 -2.1570 1.0408
C -3.4188 -1.8998 2.2443
O -4.1372 -2.8045 2.6543
O -3.3526 -0.7105 2.7330
H -0.9025 -1.2228 0.1097
H -0.6445 -1.5755 1.6562
H -2.1797 -3.1975 1.0415
H -3.0916 -1.9811 0.1400
O 0.3252 -2.0326 -1.1544
C 0.9652 -0.9883 -1.4243
O 0.8455 0.1413 -0.9256
C 2.0467 -1.1442 -2.5099
C 2.1998 -2.3496 -3.1824
C 3.1691 -2.5041 -4.1673
C 4.0060 -1.4503 -4.4901
C 3.8416 -0.2548 -3.8061
C 2.8789 -0.0789 -2.8276
N 4.7369 0.8640 -4.1444
O 4.5991 1.9128 -3.5496
O 5.5538 0.6945 -5.0377
H 1.5330 -3.1563 -2.9069
H 3.2730 -3.4483 -4.6877
H 4.7702 -1.5342 -5.2477
H 2.7527 0.8593 -2.3065
S -5.2418 0.8082 -1.8700
C -4.1688 0.7347 -0.6368
N -3.4057 0.6812 0.2405
O -0.3330 2.6584 0.3480
C -0.9327 1.8412 0.8597

***

Record 8
29
Properties=species:S:1:pos:R:3 method="wB97M-V/def2-TZVPD" gap_ev="3.632 / 6.787" e_lumo_ev="1.262 / 1.242" spin_multiplicity=2 homo_ev="-2.37 / -5.55" charge=-1
Rb -1.5243 -4.2350 1.1767
N -4.6802 -2.9626 0.5497
O -3.6999 -2.2568 0.8976
O -4.8334 -4.1226 0.9617
O -5.3979 -2.7155 -0.4315
C 1.4267 -1.0009 -3.4046
C 1.8254 0.3320 -3.7277
C 1.6554 1.3431 -2.7749
C 1.1024 1.0334 -1.5179
C 0.7611 -0.2838 -1.2299
C 0.8064 -1.2692 -2.2074
C 0.2325 -0.6620 0.0691
O -0.0629 -1.8086 0.4105
C 0.2536 0.4250 1.1660
C 0.0484 0.0451 2.5191
C 0.2703 0.9764 3.5996
C 0.6658 2.2287 3.2700
C 0.8005 2.6026 1.8908
C 0.5138 1.7681 0.8046
C 0.8282 2.1879 -0.5855
O 1.0739 3.3804 -0.8863
H 1.4758 -1.9240 -3.9630
H 2.1010 0.6184 -4.7319
H 2.0716 2.3213 -2.9650
H 0.4929 -2.2782 -1.9836
H -0.2437 -0.9708 2.7404
H 0.2553 0.6460 4.6277
H 0.7617 2.9481 4.0698
H 1.0198 3.6337 1.6558

***

Record 9
36
Properties=species:S:1:pos:R:3 method="wB97M-V/def2-TZVPD" gap_ev="4.260 / 5.672" e_lumo_ev="2.137 / 1.141" e_above_lowest_kj_mol=60.9 spin_multiplicity=5 homo_ev="-2.12 / -4.53" charge=-1
Ru 0.0322 0.0293 -0.0203
O 0.4238 4.2335 1.0119
C 0.3762 3.1347 0.5518
O 0.9024 2.0318 0.6722
C -0.9750 3.0266 -0.8574
O -1.1527 4.1095 -1.3276
O -1.3197 1.8617 -0.9297
Br -1.3434 -4.8353 -0.5306
C -1.9924 -3.5426 0.6909
C -2.9521 -3.8823 1.6282
C -3.4067 -2.9229 2.5130
Br -4.7095 -3.4487 3.8003
C -2.9280 -1.5969 2.5085
C -3.3301 -0.5587 3.3805
C -2.7503 0.7105 3.2259
C -1.8105 0.9370 2.2536
N -1.3915 -0.0353 1.3985
C -1.9502 -1.2907 1.5295
C -1.4704 -2.2446 0.6109
O -0.5642 -1.8879 -0.2913
H -3.3434 -4.8887 1.6696
H -4.0625 -0.7417 4.1521
H -3.0400 1.5248 3.8763
H -1.3611 1.9142 2.1419
N 4.7460 -0.6331 0.8034
C 3.4628 -1.3294 0.9301
C 2.5673 -0.6116 1.9304
O 3.2167 0.1078 2.8347
O 1.3662 -0.7333 1.9561
H 5.4508 -1.2444 0.4160
H 4.1611 0.0637 2.5840
H 4.6425 0.1463 0.1612
H 3.6315 -2.3315 1.3279
H 2.9061 -1.4367 0.0033
S 2.3900 0.2608 -2.5020
C 1.3020 0.0743 -1.4029

***

Record 10
30
Properties=species:S:1:pos:R:3 method="wB97M-V/def2-TZVPD" gap_ev=7.997 e_lumo_ev=-0.596 e_above_lowest_kj_mol=6.0 smiles="NC(=O)n1c(O)c(C(=O)c2cccs2)c2cc(Cl)ccc21" homo_ev=-8.59
N 1.7875 -1.2545 3.9533
C 0.8914 -0.3192 3.5502
O 0.2427 0.1730 4.4637
N 0.7453 0.0072 2.2086
C 1.3591 -0.6676 1.1697
O 2.2332 -1.7388 1.2303
C 0.9521 -0.1854 -0.0562
C 1.2111 -0.8674 -1.3179
O 2.2457 -1.5646 -1.3984
C 0.1918 -1.0899 -2.3095
C 0.3313 -1.3276 -3.6924
C -0.9572 -1.4462 -4.3447
C -2.0470 -1.3667 -3.4953
S -1.5372 -1.1171 -1.8308
C 0.0634 0.9395 0.2204
C -0.6345 1.8506 -0.6128
C -1.4847 2.7717 -0.0624
Cl -2.3438 3.7978 -1.1470
C -1.6597 2.8465 1.3303
C -0.9426 1.9772 2.1643
C -0.0600 1.0026 1.6287
H 1.6355 -1.5776 4.9196
H 2.0979 -1.9792 3.2323
H 2.3957 -2.0031 0.2853
H 1.2604 -1.3785 -4.1761
H -1.0376 -1.6085 -5.4074
H -3.0836 -1.3916 -3.8021
H -0.5026 1.8543 -1.6835
H -2.3082 3.6248 1.7281
H -1.0452 2.0382 3.2519

***

Which molecular weight belongs to each record? In order, 448.6; 915.1; 763.5; 915.2; 983.4; 286.7; 623.7; 355.7; 610.2; 320.8 g mol⁻¹.
Which total energy belongs to each record? In order, -1619.75069; -4785.77893; -8357.98893; -12889.14211; -4061.99906; -1333.09166; -3713.47005; -993.29973; -6816.25243; -1732.53544 Eh.